Record 1
The following is a quantum chemistry calculation of a cluster of 8 separate species, C3H20N2O9 in total, from the OMol25 dataset.

CARTESIAN COORDINATES (ANGSTROEM)
1 N -0.223 1.011 0.719
2 C -0.825 0.457 -0.325
3 O -0.115 -0.113 -1.183
4 C -2.309 0.329 -0.426
5 N -2.644 -0.888 0.294
6 C -2.831 -2.133 -0.302
7 O -2.685 -3.120 0.377
8 H 0.778 1.076 0.743
9 H -0.746 1.369 1.502
10 H -2.795 1.206 0.031
11 H -2.689 0.351 -1.443
12 H -2.300 -0.864 1.252
13 H -3.141 -2.010 -1.345
14 O 1.686 -0.940 -3.506
15 H 0.806 -0.547 -3.523
16 H 2.249 -0.161 -3.552
17 O 0.483 -2.630 0.743
18 H 0.648 -2.422 -0.186
19 H -0.456 -2.451 0.896
20 O 0.140 2.128 -2.958
21 H -0.143 2.691 -2.222
22 H 0.238 1.305 -2.438
23 O 2.708 0.964 0.399
24 H 2.519 0.324 -0.298
25 H 3.338 0.580 1.013
26 O -1.258 -0.689 3.005
27 H -0.316 -0.490 2.880
28 H -1.385 -0.998 3.904
29 O 1.478 -0.696 2.413
30 H 1.149 -1.359 1.758
31 H 1.901 -1.163 3.139
32 O 2.138 3.670 -0.422
33 H 2.360 3.057 0.286
34 H 2.241 3.154 -1.226

Results
SMILES: NC(=O)CNC=O.O.O.O.O.O.O.O



Record 2
The following is a quantum chemistry calculation of a cluster of 3 separate species, C2H13N2O2 in total, from the OMol25 dataset.

CARTESIAN COORDINATES (ANGSTROEM)
1 N 0.585 -0.026 0.911
2 C -0.241 -1.004 0.131
3 C -0.773 -0.280 -1.096
4 N -1.866 -0.946 -1.730
5 H 0.001 0.634 1.463
6 H 1.249 0.517 0.363
7 H 1.236 -0.538 1.510
8 H -1.014 -1.388 0.791
9 H 0.410 -1.835 -0.128
10 H 0.040 -0.224 -1.824
11 H -1.083 0.725 -0.785
12 H -2.442 -1.626 -1.261
13 H -1.873 -1.105 -2.720
14 H -1.153 2.724 1.773
15 H -1.265 2.037 3.093
16 O -1.094 1.840 2.163
17 H 3.677 0.308 -0.392
18 H 2.730 0.315 -1.545
19 O 2.877 -0.129 -0.716

Results
Net charge: +1



no.,strongest force on any atom (eV/Å),gap between HOMO and LUMO (eV)
1,2.72,10.06
2,0.96,9.38